{
  "formula": "C27H26FeO4P2S4",
  "method": "ωB97M-V/def2-TZVPD",
  "multiplicity": 5,
  "orbital_gap_ev": [5.9, 6.3],
  "homo_ev": [-1.4, -1.8],
  "energy_ev": -132920.945,
  "charge": -2,
  "lumo_energy_ev": [4.474, 4.472],
  "s2": 6.01,
  "elements": ["Fe", "S", "P", "C", "P", "S", "C", "C", "C", "C", "C", "C", "C", "C", "C", "C", "C", "C", "C", "C", "C", "C", "C", "C", "C", "C", "C", "C", "C", "C", "H", "H", "H", "H", "H", "H", "H", "H", "H", "H", "H", "H", "H", "H", "H", "H", "H", "H", "H", "H", "O", "S", "O", "O", "O", "C", "S", "C", "H", "H", "H", "H", "H", "H"],
  "positions_angstrom": [[1.3721, 0.6829, -2.0962], [2.1399, 1.5842, 0.4022], [0.1297, 1.3590, 0.3608], [-0.4902, 0.2209, -0.6617], [-0.0387, -1.3645, -0.6332], [1.5752, -1.8760, -1.7484], [0.2152, -2.0329, 1.0713], [-0.8725, -2.2744, 1.9068], [-0.6857, -2.6299, 3.2346], [0.6001, -2.7459, 3.7466], [1.6907, -2.4980, 2.9247], [1.4985, -2.1410, 1.5967], [-1.4239, -2.4234, -1.2025], [-2.6313, -1.8457, -1.5607], [-3.6916, -2.6454, -1.9767], [-3.5503, -4.0225, -2.0267], [-2.3363, -4.6068, -1.6725], [-1.2796, -3.8070, -1.2713], [-0.6112, 2.9788, -0.0386], [-0.4693, 4.0568, 0.8305], [-1.0309, 5.2850, 0.5237], [-1.7325, 5.4453, -0.6681], [-1.8638, 4.3755, -1.5401], [-1.3078, 3.1410, -1.2278], [-0.4940, 1.1511, 2.0972], [-1.8741, 1.0777, 2.2931], [-2.4004, 0.8633, 3.5547], [-1.5513, 0.7005, 4.6469], [-0.1802, 0.7594, 4.4597], [0.3427, 0.9900, 3.1899], [-1.8801, -2.1659, 1.5202], [-1.5451, -2.7987, 3.8730], [0.7493, -3.0143, 4.7866], [2.6979, -2.5694, 3.3190], [2.3447, -1.9291, 0.9543], [-2.7024, -0.7641, -1.5205], [-4.6275, -2.1833, -2.2692], [-4.3785, -4.6420, -2.3520], [-2.2121, -5.6824, -1.7203], [-0.3246, -4.2543, -1.0191], [0.0942, 3.9369, 1.7499], [-0.9140, 6.1187, 1.2073], [-2.1634, 6.4078, -0.9203], [-2.3793, 4.5015, -2.4842], [-1.3764, 2.3003, -1.9095], [-2.5312, 1.1776, 1.4357], [-3.4753, 0.8118, 3.6879], [-1.9614, 0.5204, 5.6343], [0.4911, 0.6152, 5.2987], [1.4151, 1.0299, 3.0327], [0.5115, 2.6714, -5.3951], [0.8609, 1.8801, -4.2337], [-0.2061, 0.9382, -3.7666], [1.1653, 2.6994, -3.0008], [2.0711, 1.0162, -4.4131], [4.8061, -0.2986, -0.9040], [4.1420, 0.6240, -2.2910], [4.3557, -0.6295, -3.5546], [4.2226, -1.2100, -0.7590], [4.7067, 0.3089, -0.0065], [5.8596, -0.5451, -1.0557], [5.4138, -0.8138, -3.7563], [3.8496, -0.2613, -4.4433], [3.8716, -1.5546, -3.2399]]
}